{"formula": "C5H9NO", "method": "wB97M-V/def2-TZVPD", "species": ["O", "N", "C", "C", "C", "C", "C", "H", "H", "H", "H", "H", "H", "H", "H", "H"], "xyz": [[-2.3849, -1.0265, 0.9433], [0.5546, 0.2947, -0.6918], [-0.2548, -0.7065, -0.0094], [-1.3361, 1.0486, 1.5330], [1.0768, -0.0388, -2.0071], [-1.4308, -0.2847, 0.8303], [1.1525, -0.4197, 0.4025], [-2.2599, 1.2489, 2.0778], [1.2712, -1.1163, -2.1387], [0.3882, 0.2933, -2.7887], [2.0263, 0.4919, -2.1315], [-0.4202, -1.6564, -0.5169], [1.3791, 0.1972, 1.2665], [-0.4999, 1.0416, 2.2440], [-1.1350, 1.8411, 0.8063], [1.8726, -1.2085, 0.1807]], "forces_ev_per_a": [[0.38, 0.30, -0.04], [-0.01, 0.08, -0.04], [-0.15, -0.22, -0.03], [-0.05, 0.03, 0.08], [0.04, -0.05, -0.16], [-0.07, -0.05, -0.02], [0.23, 0.02, 0.16], [0.10, -0.06, -0.12], [-0.08, 0.12, 0.07], [0.05, -0.05, 0.14], [-0.16, -0.06, -0.04], [0.02, 0.10, 0.03], [-0.08, -0.25, 0.06], [-0.15, -0.01, -0.15], [0.00, -0.10, 0.07], [-0.06, 0.18, 0.00]], "nbo_charge": [-0.534, -0.388, -0.189, -0.727, -0.413, 0.586, -0.242, 0.238, 0.170, 0.206, 0.205, 0.213, 0.204, 0.229, 0.247, 0.196], "relative_energy_kcal_mol": 45.7, "e_homo_ev": -9.392, "energy_ev": -8867.232}